{"formula": "C32H43IrN9PS", "method": "wB97M-V/def2-TZVPD", "lumo_ev": [-10.5, -10.8], "total_energy_ev": -70226.6552, "spin_multiplicity": 2, "total_charge": 3, "e_homo_ev": [-14.8, -14.7], "elements": ["C", "C", "H", "H", "C", "N", "C", "C", "H", "N", "H", "C", "H", "C", "C", "H", "C", "C", "Ir", "H", "C", "C", "C", "H", "H", "H", "N", "H", "N", "H", "C", "C", "H", "H", "H", "H", "P", "C", "N", "H", "H", "C", "H", "H", "H", "N", "H", "H", "H", "S", "H", "H", "C", "C", "H", "C", "H", "C", "C", "H", "H", "H", "H", "H", "H", "C", "H", "H", "C", "N", "C", "C", "C", "C", "H", "H", "H", "H", "H", "N", "C", "N", "H", "C", "H", "C", "C"], "xyz": [[-1.64, -1.82, -3.50], [0.78, -3.07, -1.48], [3.94, 4.75, -2.16], [2.55, 3.97, -0.26], [-1.97, 4.20, 5.65], [2.12, -0.48, 0.36], [-3.53, -1.22, -1.43], [-4.68, -1.53, -2.15], [3.62, 3.75, -4.40], [-0.99, 3.33, 3.65], [-1.89, 3.23, 6.11], [-4.59, -2.01, 0.59], [-2.61, -1.16, 0.50], [1.12, -2.45, 1.48], [-1.48, 4.40, 4.35], [3.97, -0.62, -0.68], [2.43, 3.55, -1.25], [-0.29, -3.20, -0.39], [-0.25, -0.06, -0.50], [-1.14, 5.81, 2.76], [3.02, -1.16, -0.58], [-1.16, -3.63, -5.56], [-1.95, -4.00, -4.48], [3.26, -2.15, -0.19], [0.47, -3.67, -2.34], [0.58, -1.54, -2.82], [0.54, 2.81, 0.60], [1.48, -0.51, 2.34], [-0.42, 3.46, 2.50], [0.84, -2.79, 2.48], [2.40, -1.28, -1.97], [-3.50, -1.45, -0.05], [-3.06, 0.23, -4.32], [1.71, -3.24, 1.02], [-6.59, -2.73, 0.36], [-2.88, 5.12, 7.35], [-2.07, -0.55, -2.26], [-0.13, 2.46, 1.70], [-0.08, -2.20, 0.66], [-2.40, -4.98, -4.46], [-0.25, -4.21, 0.01], [-0.83, -1.46, -4.58], [-1.11, 2.39, 4.06], [-3.60, 1.22, -2.95], [-1.91, 2.71, 0.14], [0.73, 2.05, -0.40], [-0.42, -0.46, -4.64], [-4.56, -2.20, 1.65], [-6.66, -2.31, -2.06], [-0.69, 0.81, 1.97], [1.72, -3.48, -1.12], [-4.17, 2.25, -0.69], [-2.74, 0.73, -3.40], [-5.73, -2.31, -0.14], [-1.99, 1.47, -3.67], [1.33, 1.95, -2.70], [-3.65, 1.17, 0.46], [3.03, 3.41, -3.57], [-2.58, 6.52, 5.74], [-0.99, -4.32, -6.37], [2.95, -1.46, 2.05], [-4.71, -1.36, -3.22], [2.44, -0.32, -2.48], [-0.90, -2.20, 1.27], [2.49, 0.44, 0.55], [-2.18, -3.11, -3.45], [0.57, 1.18, -2.84], [-2.15, 7.70, 4.00], [-1.53, 5.68, 3.75], [0.99, -1.67, -1.89], [3.20, 3.98, -2.31], [1.97, -1.18, 1.64], [-2.51, 5.26, 6.34], [-2.09, 6.72, 4.45], [-2.02, 2.45, -1.48], [-3.00, 7.35, 6.29], [-1.29, -3.05, -0.82], [-0.01, -2.06, -6.46], [-2.81, -3.41, -2.62], [-2.13, 2.00, -0.57], [-5.77, -2.07, -1.50], [-3.47, 1.54, -0.47], [1.94, 2.00, -4.75], [1.49, 2.52, -1.43], [2.99, -2.00, -2.55], [2.08, 2.41, -3.76], [-0.60, -2.36, -5.61]]}

{"formula": "C32H43N3O4", "method": "wB97M-V/def2-TZVPD", "lumo_ev": -1.1, "total_energy_ev": -46537.9579, "spin_multiplicity": 1, "e_homo_ev": -8.6, "elements": ["C", "H", "H", "H", "O", "O", "C", "H", "C", "C", "H", "H", "H", "H", "H", "C", "H", "C", "C", "C", "C", "N", "H", "H", "H", "O", "H", "C", "C", "H", "C", "H", "C", "H", "H", "C", "H", "H", "C", "C", "C", "N", "C", "C", "C", "H", "C", "H", "H", "H", "O", "H", "H", "H", "H", "C", "H", "C", "N", "H", "C", "C", "C", "C", "H", "H", "C", "C", "H", "H", "H", "H", "H", "H", "H", "H", "C", "C", "H", "C", "H", "H"], "xyz": [[2.98, 1.91, 1.65], [0.06, -5.67, -2.60], [4.58, -3.04, -0.01], [-3.62, -5.75, 2.65], [2.41, 4.17, 2.14], [0.59, -0.87, 1.24], [0.67, 3.62, -1.68], [-4.47, 2.61, 0.69], [0.44, 2.82, 1.72], [2.53, 0.53, 1.38], [-0.07, -2.47, -0.51], [-2.60, -1.79, 0.81], [1.66, -3.56, 0.68], [-1.31, 6.21, -1.83], [-4.79, 0.75, -0.53], [0.02, 1.44, 1.49], [-0.31, 4.91, 1.97], [1.01, 0.26, 1.37], [5.80, -1.61, 0.87], [-3.36, -2.43, 1.29], [1.96, 3.08, 1.88], [5.26, -2.34, -0.31], [4.79, 3.15, 1.92], [1.73, -5.29, -3.13], [1.71, 4.82, -4.01], [1.55, -6.29, -1.30], [1.08, 3.30, -2.64], [-2.02, 3.52, 1.62], [-2.47, 2.13, 1.41], [-4.43, 1.74, 2.26], [-1.40, 1.13, 1.36], [4.73, -1.71, -0.92], [-0.34, 5.75, -2.05], [5.69, -2.30, 1.74], [-0.30, -5.65, 0.16], [-2.96, -3.79, 1.67], [1.83, 6.43, -4.69], [1.42, 4.19, -1.11], [0.07, 6.17, -3.47], [1.09, -6.02, -2.62], [4.86, -0.37, 1.16], [0.08, -4.93, 0.76], [-4.24, 0.43, 0.40], [4.43, 2.12, 1.70], [-5.27, -4.23, 2.52], [0.37, 6.14, -1.30], [-3.98, 1.75, 1.24], [-3.31, -0.08, 0.04], [-6.18, -0.62, 0.58], [-0.78, 4.53, -4.29], [-0.52, 4.36, -1.87], [-1.75, 5.80, -4.32], [1.13, -2.88, -1.73], [2.19, 6.18, -2.98], [0.54, -5.45, 1.51], [-4.71, -1.94, 1.52], [0.42, 2.72, -1.11], [1.53, 5.88, -3.80], [-0.78, 5.53, -4.48], [6.42, 1.16, 1.49], [0.41, -3.30, -1.02], [1.11, -4.21, -0.01], [2.13, -5.18, -0.63], [-3.89, -4.73, 2.32], [-2.77, 4.35, 1.66], [-1.91, -4.16, 1.51], [3.41, -0.59, 1.13], [-5.67, -2.88, 2.14], [2.95, -1.58, 0.90], [-5.59, -0.06, 2.17], [-0.36, -3.82, -1.59], [6.87, -1.31, 0.70], [-6.03, -4.89, 2.99], [-1.68, 0.06, 1.22], [-6.73, -2.56, 2.31], [1.12, -6.95, -3.18], [-0.59, 3.84, 1.79], [-5.24, -0.50, 1.20], [-0.07, 7.25, -3.55], [5.33, 0.98, 1.47], [2.82, -4.65, -1.30], [2.73, -5.60, 0.17]]}

{"formula": "C32H43N4O2", "method": "wB97M-V/def2-TZVPD", "lumo_ev": -4.8, "total_energy_ev": -43928.3726, "spin_multiplicity": 1, "total_charge": 1, "e_homo_ev": -9.7, "elements": ["C", "C", "C", "H", "C", "H", "C", "H", "C", "H", "C", "N", "H", "C", "C", "C", "H", "H", "H", "H", "C", "H", "O", "H", "O", "H", "H", "H", "C", "C", "C", "C", "H", "H", "H", "H", "H", "H", "H", "C", "C", "H", "H", "H", "C", "C", "H", "H", "C", "H", "N", "H", "H", "H", "N", "C", "C", "C", "C", "C", "C", "C", "H", "C", "H", "H", "C", "H", "C", "H", "H", "H", "C", "N", "H", "H", "H", "C", "H", "H", "H"], "xyz": [[-2.08, -4.29, 0.63], [-5.09, -3.67, -3.91], [-1.67, -0.73, 1.94], [2.36, -3.58, 2.07], [0.70, -1.04, 2.39], [3.29, -7.21, 2.08], [1.70, -6.20, 3.16], [3.96, -1.30, 2.67], [-8.02, -4.07, 0.40], [-6.21, -4.69, 1.42], [3.66, -1.84, -0.27], [2.97, -1.85, 0.99], [-4.93, -4.68, -4.31], [-2.59, -3.27, -2.24], [-5.65, -3.44, -0.25], [-9.69, -2.39, 0.95], [-1.82, -1.81, 1.89], [-1.73, -4.77, -0.30], [3.03, -1.34, -1.04], [0.17, -5.55, -0.35], [-0.41, 0.90, 3.38], [-3.14, -5.74, -2.96], [-7.08, -2.76, -2.12], [-1.72, 2.45, 4.09], [-2.78, 1.24, 2.89], [-7.61, -2.29, 1.54], [-11.09, -4.95, -0.81], [-6.45, -5.45, -0.17], [2.02, -0.39, 2.81], [-1.12, -4.22, 1.67], [-8.37, -2.87, 1.03], [3.22, -0.87, 1.97], [-1.52, -0.37, 0.89], [0.28, 0.85, 4.24], [-1.68, -3.48, -1.67], [-0.22, -2.75, 1.48], [-2.03, 0.81, 4.81], [4.59, -1.26, -0.18], [-6.08, -3.32, -4.20], [-10.67, -3.14, 0.29], [-0.02, -5.19, 1.78], [2.12, -6.40, 4.14], [3.90, -2.85, -0.63], [-8.75, -5.81, -0.65], [-1.76, 1.37, 3.89], [2.36, -6.66, 2.00], [-2.38, -3.51, -3.30], [-1.45, -3.71, 2.59], [-3.80, -4.08, -1.75], [3.72, -0.02, 1.49], [-4.98, -3.66, -2.48], [-0.02, 1.64, 2.65], [2.24, -6.86, -0.15], [2.24, -0.65, 3.87], [-4.23, -3.81, -0.36], [-9.02, -4.85, -0.20], [0.53, -5.46, 3.04], [0.59, -5.73, 0.62], [-6.58, -4.51, 0.40], [-3.40, -3.85, 0.70], [-3.58, -5.58, -1.96], [0.71, -2.24, 1.77], [-9.93, -1.42, 1.39], [-6.03, -3.23, -1.70], [-3.72, -0.08, 1.71], [-11.70, -2.76, 0.23], [1.77, -6.47, 0.75], [-3.31, -0.74, 3.35], [-10.33, -4.37, -0.28], [-2.91, -6.00, -1.21], [-2.80, -2.19, -2.16], [2.04, 0.72, 2.83], [-2.95, -0.12, 2.50], [-0.49, -0.42, 2.76], [-4.55, -6.10, -1.91], [-3.80, -3.38, 1.64], [-5.76, -2.49, 0.32], [1.98, -2.86, 1.30], [0.02, -5.06, 3.94], [-4.33, -3.01, -4.34], [1.79, -3.47, 0.41]]}

{"formula": "C32H43N7O8S2", "method": "wB97M-V/def2-TZVPD", "lumo_ev": 0.5, "total_energy_ev": -82355.5946, "spin_multiplicity": 1, "e_homo_ev": -8.0, "elements": ["O", "H", "C", "C", "H", "H", "H", "S", "H", "C", "N", "C", "N", "C", "H", "H", "H", "O", "H", "O", "C", "C", "H", "H", "H", "C", "H", "H", "H", "N", "C", "C", "H", "C", "C", "H", "H", "H", "C", "N", "H", "C", "C", "C", "C", "C", "H", "C", "H", "H", "H", "C", "N", "O", "C", "H", "H", "C", "H", "S", "H", "H", "C", "N", "H", "O", "C", "C", "H", "H", "O", "C", "H", "H", "H", "H", "C", "O", "C", "C", "H", "C", "H", "N", "H", "O", "C", "H", "C", "H", "H", "H"], "xyz": [[-0.66, 3.04, 2.75], [3.89, 2.96, 3.39], [-0.08, 0.36, -4.53], [1.56, -1.41, 2.72], [-5.25, -5.25, 2.59], [-0.48, -2.05, 3.16], [4.61, 4.41, -0.46], [-4.74, 0.74, -0.22], [3.71, -2.01, 2.77], [-3.63, -4.27, 1.46], [-3.64, -4.22, 3.63], [-2.59, -3.39, 1.89], [1.05, -3.33, 3.98], [-0.36, 4.36, -0.65], [0.49, 1.26, -4.38], [2.99, -5.42, -4.15], [-1.87, -2.78, 1.36], [0.18, 5.48, 3.11], [-3.85, -4.49, 0.43], [-3.69, 1.63, 0.16], [-1.20, -1.41, -5.34], [3.81, -2.80, -2.47], [-4.83, 2.48, -2.72], [-1.95, -3.02, 4.07], [1.95, 1.51, 4.07], [1.02, 2.07, 4.02], [3.00, -4.18, 4.05], [0.39, 1.74, 4.85], [-0.21, -0.31, -2.53], [4.14, 3.97, 1.58], [2.41, -3.35, 3.67], [3.08, -3.38, -3.42], [-4.28, -0.23, -3.50], [-2.03, 3.71, -1.94], [-4.15, 0.43, -2.65], [-3.94, -4.40, 4.57], [0.67, 4.54, -0.41], [2.26, -3.06, -4.05], [4.49, -4.94, -2.76], [0.23, 1.07, -0.57], [2.35, 1.05, -0.86], [4.14, 1.76, 1.48], [1.32, -0.90, -0.62], [4.53, 2.25, 0.26], [2.67, -2.21, 2.94], [1.47, 0.46, -0.68], [-6.17, 1.43, -3.24], [0.59, -2.22, 3.26], [-0.04, 1.06, 2.48], [3.78, -1.81, -2.05], [4.73, 1.63, -0.60], [-0.10, -1.04, -0.46], [3.42, -4.70, -3.59], [-5.56, 0.04, 0.79], [-0.76, 0.13, -0.55], [0.13, 3.55, -2.60], [-1.82, 0.29, -0.64], [-1.48, 4.48, 0.11], [5.53, -3.54, -1.35], [-0.25, 4.27, 3.84], [-1.69, -2.14, -5.96], [1.58, -0.46, 2.20], [4.44, 3.64, 0.27], [-2.56, 4.17, -0.72], [-3.21, 0.96, -2.53], [-4.15, -0.28, -1.44], [-0.66, 3.76, -1.89], [-1.11, -1.50, -4.02], [0.51, -4.05, 4.45], [-0.63, 0.25, -6.61], [-5.77, 1.41, -1.24], [-4.31, -4.72, 2.52], [1.12, 2.18, 1.91], [-1.61, 4.83, 1.12], [-0.60, -1.99, -0.45], [-2.68, 3.26, -2.68], [0.35, 2.06, 2.67], [1.07, 3.43, 4.43], [-2.59, -3.42, 3.29], [4.07, 2.85, 2.33], [-1.46, -2.29, -3.38], [4.69, -3.76, -1.99], [4.12, 4.92, 1.94], [-0.41, -0.44, -3.51], [0.11, 2.06, -0.69], [-1.27, 4.49, 4.86], [-0.62, -0.23, -5.64], [3.99, 0.74, 1.79], [-5.29, 1.49, -2.60], [2.13, -1.61, -0.65], [4.99, -5.89, -2.84], [-3.49, 4.29, -0.36]]}